A molecular structure, C28H30LuNO in a non-equilibrium geometry. Source: the OMol25 dataset; level of theory: wB97M-V/def2-TZVPD.

Last column: natural (NBO) charge in e.
Element x y z (Å)
C -2.224 1.260 -1.586  -0.36
C -0.862 1.494 -1.930  -0.34
C -0.182 0.248 -1.896  -0.34
H -0.426 2.436 -2.257  0.24
C -1.121 -0.762 -1.513  -0.41
C -2.381 -0.133 -1.336  -0.30
H -0.929 -1.832 -1.485  0.24
C -0.949 2.702 2.104  -0.28
C -0.570 3.205 0.825  -0.41
C 0.720 2.683 0.512  -0.32
H -1.137 3.907 0.216  0.25
C 1.131 1.850 1.600  -0.13
C 0.091 1.871 2.590  -0.37
H 0.843 0.065 -2.210  0.24
H -3.308 -0.647 -1.092  0.26
H -3.022 2.000 -1.594  0.26
H 0.132 1.358 3.555  0.25
H 1.321 2.920 -0.368  0.24
H -1.867 2.923 2.644  0.26
Lu -0.898 0.771 0.438  1.60
C 2.192 0.770 1.538  -0.02
C 2.770 0.437 2.921  -0.62
C 3.335 1.154 0.600  -0.61
H 3.019 1.369 3.448  0.23
H 3.696 -0.143 2.794  0.21
H 2.078 -0.154 3.533  0.23
H 3.752 2.117 0.929  0.23
H 3.030 1.244 -0.451  0.21
H 4.134 0.403 0.657  0.21
C 1.347 -0.412 0.958  -0.50
C 1.650 -1.853 1.367  0.73
H 1.301 -0.330 -0.148  0.28
H 0.327 -0.388 1.463  0.16
O 1.061 -2.248 2.372  -0.55
N 2.402 -2.612 0.469  -0.69
C 1.611 -3.153 -0.661  -0.25
H 2.852 -3.371 0.976  0.39
C 2.006 -2.617 -2.005  0.04
C 1.212 -2.981 -3.100  -0.25
H 0.376 -3.669 -2.945  0.21
C 1.470 -2.443 -4.359  -0.18
H 0.810 -2.681 -5.195  0.22
C 2.570 -1.596 -4.540  -0.22
H 2.790 -1.193 -5.529  0.22
C 3.387 -1.265 -3.452  -0.20
H 4.250 -0.612 -3.577  0.22
C 3.100 -1.765 -2.173  -0.26
H 3.707 -1.518 -1.298  0.23
H 0.540 -2.938 -0.506  0.20
H 1.710 -4.248 -0.651  0.22
C -5.952 0.773 2.042  -0.26
C -5.348 1.915 1.512  -0.21
C -3.970 1.895 1.176  -0.28
C -3.242 0.740 1.370  -0.39
C -3.805 -0.396 1.904  -0.28
C -5.186 -0.381 2.236  -0.21
H -7.016 0.787 2.307  0.21
H -5.925 2.829 1.348  0.20
H -3.528 2.800 0.751  0.19
H -3.222 -1.308 2.056  0.19
H -5.654 -1.279 2.644  0.20

Computed properties:
* relative energy (zero: lowest compared OMol25 entry of this formula, charge and spin): 0.0 kcal per mole
* HOMO energy: -7.5 eV
* gap between HOMO and LUMO: 7.929 eV

---

2 unconnected molecules or ions with the total composition H4N2O2 in a non-equilibrium geometry. Source: the OMol25 dataset; level of theory: wB97M-V/def2-TZVPD.

Last column: natural (NBO) charge in e.
Element x y z (Å)
N 1.425 0.685 0.027  -0.42
N -1.091 -0.576 0.051  -0.16
O 0.888 -0.498 0.235  -0.36
O -1.898 0.398 0.047  -0.43
H 1.651 1.173 0.882  0.36
H 1.257 1.122 -0.839  0.36
H -1.017 -0.953 -1.002  0.31
H -1.215 -1.352 0.598  0.34

Computed properties:
* relative energy (zero: lowest compared OMol25 entry of this formula, charge and spin): 53.3 kcal per mole
* HOMO energy (alpha / beta): -8.8 / -8.5 eV
* gap between HOMO and LUMO (alpha / beta): 9.364 / 9.092 eV

---

2 unconnected molecules or ions with the total composition C7H11O in a non-equilibrium geometry. Source: the OMol25 dataset; level of theory: wB97M-V/def2-TZVPD.

Last column: natural (NBO) charge in e.
Element x y z (Å)
C 2.028 -0.050 -0.439  0.02
O 3.288 0.321 -0.306  -0.92
C 1.260 -0.338 0.900  -0.46
C 0.001 -1.145 0.695  -0.43
C -0.913 -0.530 -0.412  0.12
C -1.223 0.816 -0.363  -0.14
C -3.616 0.063 -0.268  -0.61
C -2.280 -0.042 -0.118  -0.07
H 1.366 0.685 -0.980  0.06
H 1.831 -0.946 -1.123  0.04
H 1.988 -0.784 1.584  0.21
H 1.037 0.659 1.304  0.18
H -0.675 -1.239 1.548  0.21
H 0.337 -2.134 0.364  0.21
H -1.314 1.691 -0.984  0.23
H 1.810 3.140 0.019  -0.01
H -4.310 -0.396 0.420  0.19
H -3.929 0.972 -0.795  0.17
H 2.269 3.168 0.611  0.01

Computed properties:
* relative energy (zero: lowest compared OMol25 entry of this formula, charge and spin): 121.6 kcal per mole
* total charge: -1
* HOMO energy: -2.5 eV
* gap between HOMO and LUMO: 5.162 eV

---

A molecular structure, C6H8 in a non-equilibrium geometry. Source: the OMol25 dataset; level of theory: wB97M-V/def2-TZVPD.

Last column: natural (NBO) charge in e.
Element x y z (Å)
C 1.689 0.723 0.119  -0.21
C 0.412 1.163 0.014  -0.16
C 1.658 -0.803 0.082  -0.49
C 0.342 -0.610 -0.478  -0.07
C -0.705 -0.038 0.382  -0.24
C -2.124 0.214 -0.051  -0.63
H 2.520 1.431 0.003  0.21
H 2.462 -1.245 -0.501  0.23
H 1.679 -1.079 1.046  0.21
H 0.028 -0.804 -1.522  0.24
H -0.647 0.045 1.446  0.24
H -2.744 0.261 0.910  0.23
H -2.330 -0.509 -0.833  0.22
H -2.239 1.249 -0.617  0.24

Computed properties:
* relative energy (zero: lowest compared OMol25 entry of this formula, charge and spin): 108.5 kcal per mole
* HOMO energy: -7.6 eV
* gap between HOMO and LUMO: 8.456 eV